ORCA calculation (the ωB97M-V functional and the def2-TZVPD basis) on a molecular structure, C40H28Br2N10O2S4Sn at a distorted geometry.

Structure (XYZ):
```
87
C40H28Br2N10O2S4Sn (the ωB97M-V functional and the def2-TZVPD basis)
Sn 0.59 0.98 0.02
C 6.12 1.87 1.84
C 5.44 1.50 0.69
C 4.10 1.77 0.55
C 3.38 2.44 1.55
C 4.10 2.83 2.70
C 5.44 2.54 2.84
N 2.03 2.54 1.48
C 1.31 3.49 2.08
C 1.78 4.80 2.36
C 0.98 5.71 3.00
C -0.32 5.38 3.42
C -0.83 4.15 3.13
C -0.05 3.19 2.44
N -0.49 1.97 2.14
N -1.62 1.56 2.65
C -1.92 0.26 2.39
C -3.14 -0.24 2.92
C -3.45 -1.56 2.74
C -2.55 -2.38 2.06
C -1.39 -1.81 1.57
N -1.08 -0.54 1.73
H 7.17 1.61 1.96
H 5.97 0.98 -0.10
H 3.57 1.47 -0.34
H 3.57 3.32 3.51
H 5.96 2.85 3.74
H 2.76 5.09 2.01
H 1.35 6.72 3.17
H -0.91 6.12 3.94
H -1.85 3.88 3.38
H -3.79 0.44 3.45
H -4.38 -1.96 3.12
H -2.76 -3.43 1.90
H -0.66 -2.39 1.02
O -0.52 6.30 -5.02
C -0.35 5.44 -4.19
S 1.18 4.62 -3.93
C 0.68 3.55 -2.61
C -0.61 3.68 -2.19
S -1.35 2.86 -0.90
S -1.59 4.85 -3.10
S 1.85 2.47 -2.01
Br 3.72 -2.89 -2.47
C 3.74 -2.63 -0.58
C 4.58 -3.40 0.20
C 4.55 -3.24 1.57
Br 5.71 -4.34 2.62
C 3.69 -2.32 2.18
C 3.55 -2.16 3.58
C 2.68 -1.22 4.06
C 1.96 -0.42 3.16
N 2.05 -0.58 1.86
C 2.86 -1.50 1.36
C 2.84 -1.66 -0.09
O 2.07 -1.02 -0.83
H 5.24 -4.11 -0.27
H 4.11 -2.79 4.25
H 2.54 -1.09 5.12
H 1.28 0.35 3.48
C -0.30 -1.42 -3.14
C -1.51 -0.82 -2.53
N -1.58 -0.36 -1.31
C -2.86 0.08 -1.13
C -3.58 -0.12 -2.26
N -2.71 -0.69 -3.17
C -3.06 -1.13 -4.48
N -4.11 -2.11 -4.42
N -5.21 -1.99 -5.19
N -6.02 -2.95 -4.94
C -5.49 -3.74 -3.98
C -5.99 -4.88 -3.34
C -5.19 -5.46 -2.37
C -3.94 -4.93 -2.04
C -3.43 -3.80 -2.64
C -4.23 -3.21 -3.61
H 0.50 -1.38 -2.41
H 0.02 -0.85 -4.02
H -0.48 -2.45 -3.44
H -3.17 0.50 -0.20
H -4.59 0.09 -2.52
H -2.16 -1.54 -4.96
H -3.44 -0.30 -5.10
H -6.95 -5.27 -3.61
H -5.55 -6.33 -1.85
H -3.35 -5.43 -1.28
H -2.48 -3.39 -2.35
```

charge: -2
HOMO level (spin up / spin down): -1.0 / -1.0 eV
HOMO-LUMO gap (spin up / spin down): 4.47 / 4.47 eV
multiplicity: 1
electronic energy: -9194.32774 Eh

ORCA calculation (the ωB97M-V functional and the def2-TZVPD basis) on a molecular structure, C15H23N4OSSiTi.

Structure (XYZ):
```
46
C15H23N4OSSiTi (the ωB97M-V functional and the def2-TZVPD basis)
Ti 0.24 0.01 1.45
C -0.87 -0.10 -5.27
Si -0.27 -0.90 -3.71
C 1.59 -1.15 -3.68
C -1.23 -2.44 -3.26
C -0.65 0.39 -2.29
C -1.24 1.63 -2.56
C -1.54 2.57 -1.56
C -1.24 2.27 -0.26
N -0.67 1.08 0.05
C -0.40 0.18 -0.94
S 0.32 -1.35 -0.28
H -0.66 -0.78 -6.10
H -0.35 0.84 -5.50
H -1.94 0.08 -5.27
H 1.86 -1.77 -4.54
H 1.95 -1.67 -2.80
H 2.13 -0.21 -3.79
H -1.08 -3.19 -4.05
H -2.30 -2.24 -3.21
H -0.92 -2.90 -2.33
H -1.48 1.88 -3.58
H -1.99 3.52 -1.80
H -1.43 2.95 0.56
C 3.87 0.51 0.61
C 3.06 1.26 1.61
N 3.57 2.23 2.30
O 1.81 0.96 1.79
H 4.93 0.77 0.66
H 3.51 0.76 -0.39
H 3.75 -0.56 0.76
H 4.54 2.50 2.19
H 3.01 2.76 2.96
N 0.50 -1.54 3.07
C -0.73 -1.05 3.67
C -1.27 -1.38 4.88
C -2.48 -0.78 5.21
C -3.09 0.12 4.33
C -2.47 0.40 3.13
N -1.30 -0.18 2.82
H 1.28 -1.57 3.72
H 0.37 -2.49 2.72
H -0.79 -2.09 5.54
H -2.96 -1.01 6.16
H -4.03 0.58 4.58
H -2.90 1.08 2.41
```

charge: +3
HOMO level: -18.2 eV
HOMO-LUMO gap: 6.72 eV
multiplicity: 1
electronic energy: -2415.97147 Eh

ORCA calculation (the ωB97M-V functional and the def2-TZVPD basis) on 2 unconnected molecules or ions with the total composition C42H41N2 at a distorted geometry.

Structure (XYZ):
```
85
C42H41N2 (the ωB97M-V functional and the def2-TZVPD basis)
C -1.91 0.74 6.68
C -0.90 0.97 5.59
C -1.27 0.83 4.25
C -0.36 0.99 3.21
C -0.86 0.75 1.83
C 0.98 1.31 3.52
N 1.94 1.42 2.47
C 1.81 2.12 1.32
N 2.97 2.03 0.62
C 3.25 2.58 -0.65
C 2.81 3.93 -0.93
C 2.25 4.79 0.01
C 3.08 4.43 -2.25
C 3.85 3.72 -3.16
C 4.21 4.27 -4.51
C 4.33 2.45 -2.80
C 3.98 1.84 -1.59
C 4.42 0.42 -1.41
C 3.86 1.24 1.37
C 3.21 0.82 2.46
C 1.38 1.45 4.86
C 2.79 1.77 5.24
C 0.43 1.32 5.87
H -1.42 0.75 7.65
H -2.70 1.51 6.67
H -2.40 -0.23 6.54
H -2.31 0.60 4.00
H -0.10 0.92 1.05
H -1.21 -0.30 1.75
H -1.72 1.40 1.63
H 2.17 5.84 -0.26
H 0.97 2.73 1.05
H 2.05 4.48 1.04
H 2.72 5.42 -2.53
H 4.61 3.48 -5.15
H 3.34 4.71 -5.01
H 4.97 5.06 -4.43
H 4.96 1.91 -3.50
H 4.49 -0.05 -2.41
H 5.43 0.35 -0.98
H 3.74 -0.18 -0.81
H 4.87 1.05 1.07
H 3.54 0.19 3.27
H 2.81 2.02 6.30
H 3.47 0.92 5.11
H 3.19 2.62 4.69
H 0.73 1.47 6.91
C -0.50 8.25 -3.84
C -0.85 8.36 -2.48
C -1.27 7.24 -1.77
C -1.44 5.99 -2.41
C -1.93 4.83 -1.68
C -1.62 4.72 -0.29
C -2.27 3.90 0.60
C -2.27 4.02 2.05
C -3.25 3.33 2.80
C -3.30 3.42 4.19
C -2.36 4.20 4.87
C -1.40 4.91 4.15
C -1.36 4.84 2.76
C -2.77 3.86 -2.39
C -2.75 2.48 -2.07
C -3.64 1.60 -2.70
C -4.48 2.04 -3.72
C -4.48 3.40 -4.09
C -3.64 4.29 -3.42
C -1.12 5.91 -3.79
C -0.64 7.02 -4.49
H -0.13 9.12 -4.38
H -0.78 9.33 -1.98
H -1.53 7.33 -0.71
H -0.84 5.40 0.08
H -3.00 3.19 0.21
H -4.00 2.73 2.27
H -4.07 2.88 4.74
H -2.39 4.25 5.96
H -0.71 5.56 4.68
H -0.64 5.45 2.20
H -2.04 2.10 -1.34
H -3.66 0.55 -2.39
H -5.15 1.35 -4.24
H -5.14 3.76 -4.88
H -3.67 5.35 -3.69
H -1.25 4.96 -4.31
H -0.36 6.91 -5.54
```

charge: +1
HOMO level: -7.6 eV
HOMO-LUMO gap: 2.60 eV
multiplicity: 1
electronic energy: -1734.24164 Eh